Computed, not measured: 5 unconnected molecules or ions with the total composition C23H35IO7 in a non-equilibrium geometry, with ωB97M-V/def2-TZVPD.

Geometry as XYZ:
```
66
Properties=species:S:1:pos:R:3:forces:R:3:lowdin_charge:R:1
C -1.13168 2.25258 -1.13492 -0.15 0.21 0.03 0.126
C -0.41585 1.58368 -0.45371 0.14 0.04 -0.08 -0.128
C 0.48018 0.84243 0.42794 -0.51 0.24 -0.08 -0.137
C 1.15527 1.73164 1.42076 -0.03 0.21 -0.23 -0.165
C 1.60722 1.44390 2.63508 -0.03 -0.49 0.41 -0.582
I 1.55763 -0.39634 3.59556 -0.06 0.52 -0.13 1.017
C 2.16482 2.70366 3.22979 0.10 -0.47 -0.28 -0.482
O 2.22288 3.06590 4.35368 0.46 -0.13 0.10 0.171
O 2.49649 3.48795 2.13248 -0.79 0.89 0.49 0.116
C 1.46615 3.20279 1.21787 0.42 -0.58 -0.03 -0.362
O 0.97156 4.03277 0.54219 0.21 0.00 -0.28 0.202
H -1.74538 2.94305 -1.65569 -0.09 -0.08 -0.19 0.031
H 1.23149 0.32907 -0.17269 0.12 -0.11 -0.01 0.125
H -0.13340 0.10625 0.94781 0.26 -0.27 0.16 0.109
C 5.37920 0.17180 -2.29410 -0.05 0.05 -0.15 -0.165
C 5.16215 1.52394 -2.97756 0.01 -0.02 0.17 -0.168
C 3.66742 1.49417 -3.26067 -0.01 -0.10 -0.11 -0.191
O 3.07644 0.71087 -2.21726 -0.06 -0.02 -0.01 -0.152
C 4.09645 0.03387 -1.48711 -0.07 0.03 0.18 -0.218
H 6.27499 0.12731 -1.67674 -0.01 0.03 0.02 0.111
H 5.43997 -0.62279 -3.04130 0.00 -0.01 0.01 0.113
H 5.39420 2.33638 -2.28686 -0.01 0.03 -0.04 0.114
H 5.75812 1.66404 -3.87749 -0.01 -0.01 -0.02 0.110
H 3.45273 1.00998 -4.22043 0.03 0.02 -0.01 0.122
H 3.22091 2.48391 -3.26433 -0.03 0.00 0.06 0.094
H 4.18187 0.51709 -0.50542 0.14 -0.09 0.02 0.115
H 3.79540 -1.00497 -1.33834 -0.02 0.01 0.01 0.116
C -1.50400 -4.70031 3.58226 -0.02 0.07 0.09 -0.166
C -2.69979 -4.51403 2.65422 -0.01 -0.09 -0.06 -0.165
C -2.56671 -3.04799 2.27354 -0.03 0.11 0.06 -0.204
O -1.16636 -2.74462 2.29081 0.00 -0.10 0.07 -0.179
C -0.45638 -3.81690 2.91907 -0.01 0.00 -0.16 -0.224
H -1.18099 -5.73546 3.68117 0.01 0.00 -0.02 0.112
H -1.74081 -4.32033 4.57862 0.01 -0.01 0.00 0.115
H -2.58704 -5.14437 1.76893 0.00 0.01 -0.01 0.117
H -3.65903 -4.74471 3.11520 -0.01 0.01 0.00 0.097
H -3.07043 -2.40089 2.99989 -0.04 -0.03 -0.01 0.118
H -2.96466 -2.82937 1.28185 0.04 0.04 -0.01 0.116
H 0.09516 -4.36328 2.14645 0.04 -0.04 0.06 0.119
H 0.26203 -3.40595 3.63127 0.00 0.05 -0.02 0.080
C -8.59700 -4.94266 3.63876 0.00 0.06 0.08 -0.171
C -8.27966 -3.84391 2.62758 -0.01 -0.06 -0.08 -0.170
C -6.80819 -3.57791 2.91383 0.02 0.03 0.09 -0.207
O -6.25368 -4.81934 3.35721 -0.01 0.01 0.00 -0.158
C -7.30508 -5.74827 3.63304 0.01 -0.03 -0.09 -0.204
H -9.46770 -5.54208 3.37815 0.00 0.00 -0.02 0.111
H -8.76606 -4.50647 4.62559 0.00 -0.01 0.00 0.113
H -8.40415 -4.22328 1.61109 0.01 0.01 0.00 0.114
H -8.89705 -2.95382 2.73610 0.00 0.00 0.02 0.112
H -6.68588 -2.83670 3.71084 -0.03 0.03 -0.03 0.118
H -6.25880 -3.23489 2.03610 0.04 -0.03 0.01 0.115
H -7.31499 -6.50818 2.84439 -0.04 -0.02 0.02 0.117
H -7.10510 -6.24092 4.58488 0.05 0.02 0.00 0.116
C 4.47317 5.93481 -5.79368 -0.05 -0.07 -0.06 -0.170
C 3.26609 6.34604 -4.95512 0.06 0.07 0.05 -0.168
C 3.08123 5.12701 -4.06281 -0.02 -0.06 -0.01 -0.206
O 4.38563 4.57034 -3.86341 -0.02 0.11 -0.10 -0.164
C 5.30838 5.17182 -4.77506 0.04 0.05 0.09 -0.201
H 5.00978 6.77360 -6.23413 0.00 0.01 0.02 0.111
H 4.15975 5.26875 -6.60065 0.01 0.00 0.00 0.114
H 3.51030 7.22234 -4.35099 -0.01 0.00 0.01 0.114
H 2.37904 6.57510 -5.54332 0.00 -0.02 -0.01 0.112
H 2.44996 4.37334 -4.54700 -0.04 0.03 -0.01 0.115
H 2.64604 5.36987 -3.09314 0.03 -0.04 0.03 0.122
H 5.96276 5.84701 -4.21347 0.03 0.01 -0.04 0.118
H 5.92299 4.39171 -5.22662 -0.01 -0.03 0.03 0.115
```
Positions in Å, forces in eV/Å.

Calculated total energy ... -1721.6114 hartree
SMILES ... C#CCC1=C(I)C(=O)OC1=O.C1CCOC1.C1CCOC1.C1CCOC1.C1CCOC1
Relative energy (zero: lowest compared OMol25 entry of this formula, charge and spin) ... 21.93 kJ/mol
LUMO ... -0.297 eV
Orbital gap ... 9.1 eV



Computed, not measured: a single C5H3F7O molecule in a non-equilibrium geometry, with ωB97M-V/def2-TZVPD.

Geometry as XYZ:
```
16
Properties=species:S:1:pos:R:3:forces:R:3:lowdin_charge:R:1
C -1.54686 2.36661 1.74100 -1.94 -1.11 -0.28 0.033
C -0.96796 1.45598 0.95851 0.13 0.58 -0.85 -0.188
O 0.33452 1.00078 1.20535 1.72 -1.03 -0.55 0.008
C 0.95419 -0.08123 0.44861 -2.37 1.29 1.43 -0.267
F 0.11042 -1.11742 0.54123 -0.86 -0.86 -0.73 0.137
C 1.15053 0.32036 -1.07020 -1.86 0.01 -0.81 -0.466
F -0.03210 0.38450 -1.79885 0.50 0.66 1.71 0.112
F 1.68974 1.55614 -1.09295 0.20 -1.58 -0.53 0.176
F 1.74482 -0.66045 -1.75246 1.56 0.78 0.64 0.178
C 2.23959 -0.68045 1.12872 2.05 1.89 0.55 -0.474
F 2.49700 -1.86603 0.58896 -0.22 0.33 0.34 0.188
F 3.29322 0.16097 0.83744 -0.86 -0.77 0.07 0.129
F 2.24744 -0.78876 2.48550 -0.85 0.01 -1.71 0.165
H -2.65968 2.59646 1.53762 2.18 -0.15 0.15 0.096
H -1.16034 2.61966 2.70954 0.28 0.32 0.14 0.055
H -1.42771 1.19969 -0.00118 0.33 -0.36 0.41 0.118
```
Positions in Å, forces in eV/Å.

Calculated total energy ... -966.5861 hartree
SMILES ... C=COC(F)(C(F)(F)F)C(F)(F)F
LUMO ... 0.912 eV
Orbital gap ... 10.8 eV



Computed, not measured: a molecular structure, C34H30AsN3O6Pt, with ωB97M-V/def2-TZVPD.

Geometry as XYZ:
```
75
Properties=species:S:1:pos:R:3:forces:R:3:lowdin_charge:R:1
Pt 1.26661 1.02042 -0.05473 0.27 0.02 0.48 1.048
C 3.79455 -0.47360 0.05808 -0.05 0.03 -0.07 -0.054
N 3.25060 0.76931 -0.54908 0.23 -0.22 -0.24 -0.383
C 3.47770 0.71127 -2.01923 -0.18 0.06 0.03 -0.039
C 4.00186 1.94474 0.01262 -0.01 -0.01 -0.05 -0.129
C 3.15822 3.15572 -0.19623 0.02 0.08 0.06 -0.248
C 3.66275 4.43294 -0.39061 0.01 0.00 -0.04 -0.013
C 2.79259 5.48880 -0.62182 0.07 0.02 -0.01 -0.054
C 1.42851 5.25675 -0.68936 -0.08 0.01 0.01 -0.061
C 0.91863 3.97869 -0.48506 -0.01 -0.01 -0.08 -0.105
C 1.78259 2.92716 -0.21099 -0.03 -0.03 -0.01 -0.243
H 4.85662 -0.54699 -0.18359 0.02 0.00 0.03 0.114
H 3.27520 -1.33653 -0.34998 0.05 0.06 0.01 0.068
H 3.66862 -0.43298 1.13739 -0.03 -0.03 0.00 0.097
H 4.53322 0.51212 -2.21005 0.02 0.00 -0.02 0.108
H 3.19540 1.66549 -2.45819 -0.01 -0.02 -0.02 0.102
H 2.87269 -0.08794 -2.44311 0.02 0.01 -0.01 0.093
H 4.97132 1.99926 -0.48735 0.03 0.04 0.03 0.143
H 4.17615 1.74914 1.07152 -0.05 -0.02 0.01 0.135
H 4.73271 4.60240 -0.38013 0.00 0.00 0.01 0.126
H 3.18048 6.48660 -0.77423 0.00 -0.01 0.00 0.117
H 0.75335 6.07454 -0.90558 -0.01 -0.01 0.00 0.115
H -0.14901 3.81601 -0.58330 0.02 0.03 -0.01 0.081
C -6.01581 -0.63748 2.13519 0.03 0.01 -0.01 -0.022
C -5.87163 -0.44762 0.76538 -0.02 0.01 0.02 -0.036
C -4.62012 -0.20281 0.22678 -0.02 -0.07 -0.08 -0.076
C -3.52265 -0.15852 1.08443 0.16 0.04 0.13 -0.316
C -3.65579 -0.34158 2.45994 -0.03 0.01 0.08 -0.072
C -4.91464 -0.58473 2.98238 -0.01 0.01 -0.03 -0.038
As -1.80393 0.10936 0.37323 -0.13 -0.57 -0.40 1.445
C -1.84500 1.09430 -1.24203 -0.05 0.06 0.05 -0.335
C -1.06265 0.75507 -2.34376 0.06 -0.02 0.03 -0.089
C -1.08482 1.58000 -3.45657 0.00 0.01 0.00 -0.035
C -1.86834 2.72771 -3.46003 -0.02 -0.01 0.00 -0.025
C -2.65300 3.05424 -2.36105 0.03 -0.01 -0.04 -0.041
C -2.64964 2.23459 -1.24298 -0.05 0.01 0.02 -0.103
C -0.51927 0.76559 1.60027 0.04 -0.01 -0.13 -0.422
C 0.07048 -0.07779 2.57345 0.03 0.03 0.00 -0.088
C 0.77894 0.48968 3.60410 -0.02 -0.04 -0.04 -0.031
C 0.91357 1.88343 3.68927 0.03 0.06 0.04 -0.015
C 0.35175 2.70960 2.74378 0.01 0.04 0.03 -0.032
C -0.38661 2.15805 1.69148 0.04 -0.09 -0.11 -0.132
H -6.99818 -0.82488 2.54740 0.00 -0.01 0.00 0.126
H -6.73537 -0.49116 0.11653 0.00 0.00 0.00 0.124
H -4.50770 -0.06037 -0.84113 0.02 0.00 0.01 0.116
H -2.79906 -0.28784 3.12188 0.01 -0.01 -0.02 0.108
H -5.03854 -0.73016 4.04646 0.00 0.01 0.00 0.123
H -0.45299 -0.13855 -2.34437 0.00 0.00 -0.02 0.098
H -0.49272 1.32527 -4.32488 0.00 0.00 0.00 0.124
H -1.87839 3.36601 -4.33337 0.00 0.00 0.00 0.126
H -3.27485 3.93875 -2.37974 0.00 0.00 0.01 0.125
H -3.28027 2.47826 -0.39465 0.01 -0.01 0.00 0.119
H -0.03945 -1.15288 2.51243 -0.03 -0.03 0.01 0.121
H 1.22947 -0.13932 4.35997 0.00 -0.02 -0.01 0.128
H 1.46687 2.31123 4.51501 0.00 0.00 0.00 0.129
H 0.46085 3.78359 2.80708 0.00 0.00 0.00 0.133
H -0.89698 2.80798 0.99453 -0.03 -0.02 0.03 0.091
O -1.27644 -1.59672 0.04270 0.05 0.48 0.04 -0.124
C -0.03494 -2.00266 -0.27117 -0.38 -0.23 -0.08 -0.452
O 0.90376 -1.25249 -0.46973 -0.07 0.36 0.38 -0.025
C 0.07178 -3.46976 -0.37006 0.10 0.03 -0.06 -0.089
C -1.05004 -4.29194 -0.31082 0.00 -0.01 0.04 0.094
C -0.86699 -5.65358 -0.41600 0.01 -0.03 0.28 -0.081
C 0.37713 -6.23432 -0.57648 0.00 -0.01 0.02 0.127
C 1.46515 -5.38310 -0.63265 -0.01 0.02 -0.17 -0.081
C 1.34187 -4.01530 -0.53633 0.00 -0.04 -0.05 0.094
N 2.82359 -5.95670 -0.80070 0.08 -0.07 0.61 -0.340
O 3.74768 -5.16847 -0.78811 -0.07 -0.06 -0.22 0.096
O 2.90481 -7.15915 -0.85418 -0.01 0.13 -0.21 0.135
N -2.06451 -6.52968 -0.34293 -0.09 0.01 -0.96 -0.340
O -1.87568 -7.71693 -0.45056 -0.01 0.07 0.34 0.132
O -3.14090 -5.96958 -0.30324 0.11 -0.07 0.34 0.101
H -2.05059 -3.90548 -0.18972 0.00 0.02 0.01 0.136
H 0.49381 -7.30660 -0.65127 0.00 0.00 0.00 0.148
H 2.22558 -3.39788 -0.59213 -0.02 -0.01 0.00 0.123
```
Positions in Å, forces in eV/Å.

Calculated total energy ... -4283.6788 hartree
Total charge ... +2
Relative energy (zero: lowest compared OMol25 entry of this formula, charge and spin) ... 14.30 kJ/mol
LUMO ... -6.359 eV
Orbital gap ... 7.5 eV



Computed, not measured: a molecular structure, C5H10LiO4 in a non-equilibrium geometry, with ωB97M-V/def2-TZVPD.

Geometry as XYZ:
```
20
Properties=species:S:1:pos:R:3:forces:R:3:lowdin_charge:R:1
O -2.65684 -0.40076 1.17967 -0.38 0.12 0.81 -0.089
C -2.06182 0.67541 0.92140 -0.23 -0.80 -1.63 -0.813
O -2.65847 1.67901 0.45680 -0.38 0.71 0.52 -0.090
Li -4.28144 0.67173 0.93496 0.93 -0.09 -0.16 0.832
O -0.72154 0.63900 0.95863 0.34 -0.08 0.51 0.004
C -0.00427 1.74835 0.42494 -0.11 0.09 -0.47 -0.182
C 1.47089 1.47471 0.55047 1.21 -1.60 -1.32 -0.109
H -0.26102 2.66546 0.97780 0.12 -0.20 -0.15 0.135
H -0.28225 1.89278 -0.62990 0.05 -0.04 0.30 0.139
H 2.04484 2.32158 0.15311 -0.20 -0.25 0.12 0.113
H 1.74913 1.30616 1.60200 -0.03 -0.03 -0.39 0.117
O 1.96925 0.21764 -0.29515 -1.11 3.45 2.62 -0.133
H 1.89308 -0.44464 0.40960 0.13 -0.10 -0.61 0.019
C 0.02729 -1.93928 -1.41272 -0.01 0.16 -0.07 -0.169
C 1.29043 -2.04153 -0.62535 -0.33 -1.73 -0.32 -0.087
H -0.40806 -2.93993 -1.58841 0.04 0.21 0.06 0.069
H -0.72791 -1.34014 -0.88436 0.17 -0.18 -0.13 0.054
H 0.20488 -1.49651 -2.40360 -0.03 -0.05 0.29 0.071
H 2.20391 -2.33411 -1.15031 -0.23 0.26 0.28 0.056
H 1.20991 -2.35491 0.42041 0.07 0.14 -0.26 0.059
```
Positions in Å, forces in eV/Å.

Calculated total energy ... -504.9750 hartree
Relative energy (zero: lowest compared OMol25 entry of this formula, charge and spin) ... 56.39 kJ/mol
LUMO (spin up / spin down) ... -0.604 / -0.604 eV
2S+1 ... 2
Orbital gap (spin up / spin down) ... 6.5 / 9.2 eV



Computed, not measured: a molecular structure, C12H21F12LiN3P2 in a non-equilibrium geometry, with ωB97M-V/def2-TZVPD.

Geometry as XYZ:
```
51
Properties=species:S:1:pos:R:3:forces:R:3:lowdin_charge:R:1
Li 1.08877 -0.67043 -0.12528 0.59 0.15 0.27 0.586
P 2.66186 1.18090 2.29252 -0.29 -0.20 0.27 0.198
F 2.85574 1.98529 3.72891 -0.15 -0.08 -1.40 -0.194
F 4.18260 0.63645 2.33766 -0.34 0.10 0.66 -0.160
F 2.06878 -0.06617 3.15443 0.80 -0.07 -0.39 -0.193
F 2.51545 0.35624 0.87638 -0.45 -0.52 0.13 -0.263
F 1.10380 1.64589 2.10682 0.39 0.61 0.23 -0.203
F 3.14801 2.45030 1.40772 -0.13 0.24 0.67 -0.176
P 2.30321 -2.67262 -2.22127 1.64 0.94 0.23 0.177
F 0.70262 -2.26643 -2.21365 0.86 0.19 -0.08 -0.203
F 2.58891 -1.82698 -0.85480 -1.15 0.46 0.50 -0.236
F 1.93319 -3.95582 -1.29482 -0.24 -0.07 -0.60 -0.176
F 3.86094 -3.07968 -2.14507 0.27 -0.32 -0.31 -0.167
F 2.18815 -3.45979 -3.60310 -0.78 -0.19 0.05 -0.146
F 2.72060 -1.28145 -3.04013 -0.87 -1.05 0.20 -0.207
C -4.73514 3.32422 -1.22532 0.99 -1.15 0.28 -0.100
C -3.80395 2.39571 -0.38076 0.05 0.23 -0.66 -0.239
C -2.98181 1.40043 -1.29259 -0.72 0.25 1.39 -0.159
C -1.83728 0.77580 -0.56097 0.10 -0.25 -0.47 -0.173
N -0.92850 0.24891 -0.08211 -0.92 0.47 -0.44 0.158
H -5.34742 2.65284 -1.82737 -0.19 0.22 -0.23 0.067
H -4.10619 3.92200 -1.88500 -0.24 0.23 -0.03 0.060
H -5.39534 3.94321 -0.61780 0.22 0.01 0.02 0.068
H -4.44779 1.76448 0.23170 0.20 0.11 0.33 0.100
H -3.12460 2.96060 0.25759 -0.13 0.04 0.01 0.098
H -2.66728 1.83205 -2.24279 0.25 0.07 0.19 0.102
H -3.74045 0.64405 -1.49373 0.47 -0.43 -0.40 0.112
C 1.07278 -5.18071 4.40964 -0.27 0.29 1.69 -0.126
C 0.49049 -5.56274 3.07998 -0.10 -0.19 -0.51 -0.258
C -0.37059 -4.47416 2.40130 0.66 0.93 -0.44 -0.161
C 0.28148 -3.17021 2.02406 0.53 0.70 -0.07 -0.147
N 0.73098 -2.16264 1.65913 -0.91 -1.69 0.29 0.162
H 1.34113 -6.04582 5.01601 0.40 -0.31 -0.39 0.067
H 0.35574 -4.71971 5.08893 -0.49 0.31 -0.25 0.070
H 1.91192 -4.48551 4.43456 0.09 -0.12 -0.60 0.083
H -0.18996 -6.40784 3.18436 -0.17 -0.03 0.32 0.101
H 1.29749 -5.99973 2.49184 -0.05 0.55 -0.60 0.112
H -1.21538 -4.25132 3.05305 0.08 0.17 0.15 0.111
H -0.82034 -4.77538 1.45521 0.13 -0.50 0.00 0.113
C -0.66775 4.20454 -1.36471 0.03 -0.02 -0.60 -0.101
C -0.34344 3.94881 -2.84543 0.85 -0.49 0.55 -0.220
C 1.05958 3.19446 -2.99081 -0.46 1.61 -0.93 -0.160
C 1.30013 1.98636 -2.24027 0.06 -3.24 2.30 -0.168
N 1.50759 1.01298 -1.61584 -0.90 2.81 -1.90 0.177
H -0.70129 3.24842 -0.84240 -0.22 0.27 0.38 0.055
H -1.55804 4.82423 -1.25768 -0.46 -0.50 0.02 0.065
H 0.08530 4.84710 -0.90848 0.42 -0.34 -0.04 0.083
H -0.41026 4.92025 -3.33527 0.95 0.03 -0.30 0.096
H -1.08144 3.38781 -3.41879 -0.26 -0.44 0.51 0.086
H 1.88142 3.85911 -2.72453 -0.07 0.27 0.12 0.119
H 1.23557 2.96169 -4.04102 -0.09 -0.07 -0.11 0.113
```
Positions in Å, forces in eV/Å.

Calculated total energy ... -2523.3416 hartree
Total charge ... -1
Relative energy (zero: lowest compared OMol25 entry of this formula, charge and spin) ... 32.23 kJ/mol
LUMO ... 2.156 eV
Orbital gap ... 10.7 eV